# 1
DFT (ωB97M-V with the def2-TZVPD basis set) results for a structure of composition C5H12KN2O5 in a non-equilibrium geometry.

CARTESIAN COORDINATES (ANGSTROEM)
K1 0.87241 0.40876 0.74458
C1 4.13392 0.85838 2.42657
O1 5.25019 1.29346 2.69574
O2 3.77109 -0.13765 3.12245
O3 3.32208 1.34266 1.64253
C2 2.32031 0.62483 -2.78651
O4 1.92744 0.85748 -1.68899
N1 2.05696 -0.48917 -3.33338
N2 3.02909 1.40930 -3.42545
H1 2.29368 -0.68379 -4.29577
H2 1.43080 -1.12337 -2.85819
H3 3.28131 1.13982 -4.36559
H4 3.27928 2.36224 -3.20317
C3 -3.88000 -0.11138 0.37936
C4 -2.70993 -0.20590 1.39840
C5 -2.88245 -1.27227 2.49862
O5 -1.71868 -0.74344 0.53085
H5 -3.78988 0.66806 -0.37723
H6 -4.71078 0.40153 0.86395
H7 -4.25143 -1.07013 0.01749
H8 -2.23730 0.69507 1.78951
H9 -3.57123 -2.06155 2.19739
H10 -3.27250 -0.95863 3.46691
H11 -1.91946 -1.76840 2.61940
H12 -2.02482 -1.43586 -0.05943

Forces on atoms 1 to 6 (eV/Å):
K 0.79 0.23 0.01
C -0.78 -0.23 0.91
O 2.00 0.59 0.19
O -0.15 -1.47 0.78
O -1.72 0.94 -2.07
C -1.83 -0.55 3.57

Results
Spin multiplicity: 2
Total energy: -34921.42040 eV
HOMO (alpha / beta): -8.036 / -7.917 eV
Charge: 0
<S²>: 0.76
Gap between HOMO and LUMO (alpha / beta): 7.6 / 7.5 eV
Molar mass: 219.26 g/mol

Atomic partial charges in e from the natural (NBO) method, atoms 1 to 6:
1 K 0.97
2 C 0.90
3 O -0.56
4 O -0.53
5 O -0.79
6 C 0.74

***

# 2
DFT (ωB97M-V with the def2-TZVPD basis set) results for a structure of composition C5H12LuO3 in a non-equilibrium geometry.

CARTESIAN COORDINATES (ANGSTROEM)
H1 -3.41105 1.14905 0.32304
C1 3.13100 0.08206 0.42959
O1 2.68002 1.27755 -0.12403
C2 2.15775 -1.06126 0.15205
O2 0.84668 -0.57309 0.49014
C3 -0.24556 -1.40387 0.12016
C4 -1.50404 -0.57606 0.24455
O3 -1.26575 0.67574 -0.38742
C5 -2.42839 1.48199 -0.53206
Lu1 0.86396 1.53984 -0.08757
H2 3.25857 0.16830 1.52747
H3 4.11056 -0.22120 0.01643
H4 2.37465 -1.95388 0.75563
H5 2.16224 -1.33075 -0.91684
H6 -0.29960 -2.27114 0.79302
H7 -0.10622 -1.75034 -0.91582
H8 -1.76608 -0.39434 1.29951
H9 -2.34116 -1.09492 -0.24671
H10 -2.94480 2.79625 -1.61005
H11 -2.99536 1.05282 -1.37382
H12 -2.27743 2.40723 0.04274

Forces on atoms 1 to 6 (eV/Å):
H 2.80 0.40 -1.83
C 1.56 -1.98 0.95
O 1.58 -0.14 -0.26
C 1.13 -0.63 -0.31
O 0.06 1.37 0.09
C -0.95 -0.93 -0.28

Results
Spin multiplicity: 2
Total energy: -45120.33376 eV
HOMO (alpha / beta): -15.653 / -19.135 eV
Charge: +2
<S²>: 0.75
Gap between HOMO and LUMO (alpha / beta): 5.9 / 9.3 eV
ΔE to the lowest compared entry with this formula, charge and spin: 38.3 kJ/mol
Molar mass: 295.11 g/mol

Atomic partial charges in e from the Löwdin method, atoms 1 to 6:
1 H 0.22
2 C -0.25
3 O -0.35
4 C -0.13
5 O -0.29
6 C -0.12

***

# 3
DFT (ωB97M-V with the def2-TZVPD basis set) results for the ion C5H12N with charge +1 in a non-equilibrium geometry.

CARTESIAN COORDINATES (ANGSTROEM)
C1 -0.46433 -0.75637 1.51223
C2 -0.10160 0.38107 0.95351
N1 -0.52528 1.62963 1.62989
C3 0.81544 0.51420 -0.22331
C4 0.21451 -0.03005 -1.53435
C5 0.06658 -1.52937 -1.61572
H1 -1.05452 -0.87099 2.41760
H2 -0.07220 -1.71107 1.19221
H3 -0.69604 2.42444 1.01157
H4 -1.35307 1.46973 2.20410
H5 0.24038 1.92493 2.25409
H6 1.01356 1.55977 -0.47621
H7 1.75637 0.00082 -0.03607
H8 0.81938 0.38616 -2.34842
H9 -0.72011 0.46470 -1.83950
H10 -0.20676 -1.93457 -2.59972
H11 1.04371 -1.97866 -1.44106
H12 -0.77600 -1.94439 -1.06086

Forces on atoms 1 to 6 (eV/Å):
C 0.04 -0.40 0.76
C 0.33 -0.82 -0.11
N 0.44 0.35 0.41
C -0.67 0.41 -0.87
C -0.60 0.59 -1.14
C -0.04 -0.63 -0.98

Results
Spin multiplicity: 1
Total energy: -6862.10522 eV
HOMO: -14.750 eV
Charge: +1
Gap between HOMO and LUMO: 11.0 eV
ΔE to the lowest compared entry with this formula, charge and spin: 140.2 kJ/mol
Molar mass: 86.16 g/mol
SMILES string: C=C([NH3+])CCC

Atomic partial charges in e from the natural (NBO) method, atoms 1 to 6:
1 C -0.35
2 C 0.12
3 N -0.68
4 C -0.47
5 C -0.39
6 C -0.64